No. 1
C25H18N2OS | wB97M-V/def2-TZVPD

Structure (XYZ):
```
47
Properties=species:S:1:pos:R:3:lowdin_charge:R:1
C 5.06 -0.36 0.10 -0.094
C 4.93 -1.54 -0.63 -0.101
C 3.71 -1.82 -1.15 -0.149
C 2.64 -0.93 -1.14 -0.512
C 2.78 0.26 -0.42 -0.291
C 3.99 0.56 0.26 0.002
N 1.85 1.26 -0.63 0.127
C 0.56 1.15 -0.36 -0.129
C -0.17 2.48 -0.39 -0.212
C 0.33 3.64 -0.86 0.043
C -0.77 4.48 -0.87 -0.189
C -0.80 5.79 -1.44 -0.004
C -1.89 6.49 -1.08 -0.151
C -2.91 6.01 -0.31 -0.104
C -3.02 4.65 0.03 0.029
C -1.85 3.88 -0.23 -0.165
O -1.42 2.62 0.05 0.097
C -0.17 -0.14 0.15 -0.082
C -0.24 -1.32 -0.88 -0.395
C -0.24 -2.58 -0.08 -0.272
C 0.77 -3.48 0.08 -0.047
N 0.28 -4.61 0.70 0.082
C -0.98 -4.30 1.10 -0.267
C -1.81 -5.17 1.80 0.004
C -3.23 -4.76 1.98 -0.069
C -3.64 -3.47 1.68 -0.159
C -2.80 -2.60 1.08 -0.020
C -1.40 -2.99 0.67 -0.049
S 1.25 -1.34 -2.12 0.989
H 6.04 -0.17 0.55 0.098
H 5.79 -2.20 -0.75 0.109
H 3.67 -2.77 -1.65 0.096
H 4.22 1.45 0.95 0.135
H 1.41 3.75 -1.15 0.149
H 0.02 6.23 -2.05 0.129
H -1.88 7.57 -1.28 0.114
H -3.84 6.65 -0.14 0.127
H -3.75 4.23 0.65 0.094
H 0.44 -0.45 1.05 0.151
H -1.16 0.21 0.47 0.105
H -1.17 -1.36 -1.47 0.120
H 1.75 -3.21 -0.34 0.090
H 0.80 -5.45 1.01 0.176
H -1.44 -6.16 2.04 0.097
H -3.98 -5.53 2.29 0.104
H -4.61 -3.10 1.85 0.090
H -3.10 -1.56 0.84 0.104
```

Calculated values
Kohn-Sham gap (eV): 7.633
Maximum force (Eh/bohr): 0.09825
Electronic energy (a.u.): -1546.30852
E_HOMO (eV): -7.718

***

No. 2
C25H18N6O6STi | wB97M-V/def2-TZVPD

Structure (XYZ):
```
57
Properties=species:S:1:pos:R:3:lowdin_charge:R:1
Ti 0.94 0.28 -0.46 1.148
O 3.90 1.00 2.25 0.104
C 2.98 1.03 1.46 -0.423
N 2.63 0.06 0.55 -0.013
C 3.36 -1.14 0.34 -0.189
C 4.59 -1.47 0.90 -0.003
C 5.16 -2.69 0.58 -0.073
C 4.52 -3.57 -0.28 -0.072
C 3.30 -3.25 -0.85 -0.002
C 2.73 -2.02 -0.55 -0.189
N 1.51 -1.50 -1.06 -0.013
C 0.76 -2.12 -2.04 -0.409
O 0.99 -3.18 -2.58 0.113
C -0.49 -1.34 -2.41 -0.188
C -1.34 -1.77 -3.41 0.039
C -2.49 -1.04 -3.64 0.002
C -2.75 0.10 -2.88 0.000
C -1.84 0.46 -1.91 -0.086
N -0.74 -0.25 -1.69 -0.019
C 2.05 2.23 1.43 -0.171
C 2.36 3.39 2.11 0.035
C 1.50 4.46 2.00 -0.010
C 0.35 4.34 1.22 -0.015
C 0.11 3.15 0.58 -0.079
N 0.94 2.11 0.70 -0.002
H 5.08 -0.78 1.58 0.103
H 6.12 -2.95 1.00 0.107
H 4.98 -4.52 -0.52 0.107
H 2.80 -3.93 -1.52 0.103
H -1.10 -2.67 -3.95 0.131
H -3.20 -1.35 -4.40 0.125
H -3.65 0.68 -3.02 0.129
H -2.02 1.32 -1.27 0.125
H 3.27 3.42 2.70 0.131
H 1.71 5.39 2.51 0.122
H -0.34 5.16 1.11 0.121
H -0.78 3.00 -0.03 0.119
O 2.37 3.22 -3.15 0.153
C 1.96 2.31 -2.55 -0.415
N 1.54 1.37 -1.93 0.016
N -0.08 -0.59 1.35 0.034
C -1.53 -0.57 1.39 -0.305
C -2.26 -1.33 0.49 -0.058
C -3.64 -1.18 0.44 -0.041
C -4.28 -0.28 1.27 -0.243
C -3.54 0.43 2.22 -0.037
C -2.17 0.28 2.29 -0.033
S -6.06 -0.07 1.17 0.393
O -6.22 1.37 1.29 -0.359
O -6.57 -0.85 2.28 -0.337
O -6.37 -0.61 -0.15 -0.368
H 0.28 -1.54 1.40 0.122
H 0.32 -0.14 2.17 0.104
H -1.77 -2.04 -0.16 0.114
H -4.24 -1.74 -0.27 0.116
H -4.06 1.11 2.88 0.122
H -1.59 0.85 3.00 0.111
```

Calculated values
Kohn-Sham gap (eV): 5.543
Maximum force (Eh/bohr): 0.01091
Electronic energy (a.u.): -2991.29365
Energy above the lowest of the compared OMol25 structures with the same formula, charge and spin (kcal/mol): 0.0
E_HOMO (eV): -7.872

***

No. 3
C25H18N6O6STi | wB97M-V/def2-TZVPD

Structure (XYZ):
```
57
Properties=species:S:1:pos:R:3:lowdin_charge:R:1
Ti 0.75 -0.58 -0.40 1.126
O 2.62 -0.47 3.01 0.113
C 1.55 -0.56 2.46 -0.407
N 1.35 -1.34 1.29 -0.020
C 2.17 -2.49 1.03 -0.192
C 3.07 -3.07 1.91 -0.005
C 3.73 -4.24 1.55 -0.070
C 3.52 -4.82 0.31 -0.074
C 2.64 -4.24 -0.60 -0.007
C 1.98 -3.08 -0.23 -0.186
N 1.11 -2.32 -1.08 -0.009
C 0.78 -2.66 -2.39 -0.404
O 0.99 -3.71 -2.95 0.119
C 0.11 -1.52 -3.12 -0.174
C -0.33 -1.66 -4.42 0.031
C -0.86 -0.54 -5.05 -0.013
C -0.92 0.66 -4.36 -0.012
C -0.46 0.71 -3.06 -0.068
N 0.04 -0.37 -2.45 0.016
C 0.37 0.25 2.93 -0.226
C 0.64 1.49 3.49 0.013
C -0.43 2.33 3.77 -0.019
C -1.71 1.88 3.53 -0.022
C -1.88 0.59 3.05 -0.111
N -0.86 -0.21 2.72 0.086
H 3.26 -2.62 2.87 0.107
H 4.42 -4.69 2.25 0.107
H 4.04 -5.73 0.04 0.106
H 2.48 -4.67 -1.57 0.103
H -0.23 -2.62 -4.90 0.131
H -1.22 -0.61 -6.07 0.122
H -1.32 1.56 -4.81 0.122
H -0.49 1.63 -2.48 0.126
H 1.67 1.79 3.65 0.126
H -0.26 3.34 4.14 0.126
H -2.57 2.52 3.69 0.114
H -2.87 0.19 2.88 0.121
O 3.73 1.59 -2.35 0.170
C 3.02 1.04 -1.61 -0.405
N 2.28 0.47 -0.84 0.014
N -1.32 -0.80 -0.01 0.031
C -1.68 0.60 -0.07 -0.348
C -0.70 1.52 0.27 -0.115
C -1.00 2.87 0.39 -0.021
C -2.31 3.28 0.22 -0.232
C -3.28 2.37 -0.21 -0.010
C -2.97 1.03 -0.37 -0.013
S -2.79 4.92 0.74 0.395
O -3.27 4.66 2.08 -0.343
O -3.82 5.29 -0.22 -0.339
O -1.55 5.67 0.67 -0.345
H -1.97 -1.40 -0.52 0.129
H -1.31 -1.07 0.99 0.088
H 0.33 1.26 0.53 0.070
H -0.26 3.59 0.69 0.129
H -4.29 2.72 -0.39 0.126
H -3.72 0.30 -0.65 0.121
```

Calculated values
Kohn-Sham gap (eV): 6.085
Maximum force (Eh/bohr): 0.01105
Electronic energy (a.u.): -2991.24986
Energy above the lowest of the compared OMol25 structures with the same formula, charge and spin (kcal/mol): 27.5
E_HOMO (eV): -8.409

***

No. 4
C25H18N8OS4Sn | wB97M-V/def2-TZVPD

Structure (XYZ):
```
57
Properties=species:S:1:pos:R:3:lowdin_spin:R:1
Sn 0.81 -0.37 -0.70 0.012
C -0.08 -5.73 -2.68 0.010
S -1.00 -5.25 -1.21 0.015
C -0.66 -3.49 -1.21 0.101
S 0.97 -3.01 -0.84 0.025
N -1.67 -2.74 -1.44 -0.028
N -1.44 -1.40 -1.33 0.186
C -2.52 -0.70 -1.67 0.189
C -2.64 0.70 -1.59 0.096
C -3.83 1.32 -2.08 0.061
C -3.96 2.68 -2.03 0.039
C -2.91 3.45 -1.50 0.123
C -1.79 2.77 -1.06 0.004
N -1.63 1.45 -1.08 0.130
H -0.03 -6.81 -2.71 0.000
H -0.57 -5.36 -3.58 0.000
H 0.93 -5.33 -2.63 0.000
H -3.38 -1.27 -2.02 0.011
H -4.62 0.70 -2.49 0.001
H -4.86 3.16 -2.41 0.000
H -2.96 4.53 -1.45 0.010
H -0.96 3.33 -0.66 -0.003
S -3.16 3.16 5.66 0.000
N -3.16 1.63 5.12 0.000
C -2.29 1.58 4.12 0.000
C -1.98 0.41 3.33 0.000
C -2.59 -0.83 3.54 0.001
C -2.23 -1.88 2.74 0.000
C -1.28 -1.68 1.73 0.002
N -0.71 -0.51 1.52 0.007
C -1.03 0.52 2.30 0.001
C -0.36 1.80 2.05 0.000
N 0.56 1.83 1.10 0.001
C 1.19 2.95 0.83 0.000
C 0.92 4.15 1.50 0.000
C -0.03 4.15 2.50 0.000
C -0.68 2.95 2.79 0.000
C -1.67 2.83 3.84 0.000
N -2.07 3.81 4.65 0.000
H -3.32 -0.93 4.34 0.000
H -2.68 -2.86 2.86 0.000
H -0.98 -2.48 1.08 0.002
H 1.94 2.90 0.05 0.000
H 1.45 5.05 1.24 0.000
H -0.28 5.04 3.05 0.000
O 2.61 -0.50 0.87 0.003
N 3.57 0.39 0.96 0.000
C 3.98 0.68 2.22 0.000
C 4.99 1.57 2.48 0.000
C 5.62 2.18 1.39 0.000
C 5.19 1.89 0.13 0.000
C 4.13 1.00 -0.14 0.000
S 3.54 0.70 -1.70 -0.001
H 3.43 0.14 2.97 0.000
H 5.26 1.77 3.50 0.000
H 6.42 2.88 1.55 0.000
H 5.66 2.34 -0.74 0.000
```

Calculated values
Expectation value of S²: 0.775
Kohn-Sham gap (alpha / beta) (eV): 3.681 / 5.155
Net charge: -1
Spin multiplicity: 2
Maximum force (Eh/bohr): 0.01257
Electronic energy (a.u.): -3283.88360
Energy above the lowest of the compared OMol25 structures with the same formula, charge and spin (kcal/mol): 2.2
E_HOMO (alpha / beta) (eV): -2.314 / -3.788

***

No. 5
C25H19BrF2N4O3STl | wB97M-V/def2-TZVPD

Structure (XYZ):
```
56
Properties=species:S:1:pos:R:3:lowdin_spin:R:1
Tl 1.15 0.07 -0.20 0.095
O 1.04 2.25 1.47 0.011
C 0.07 2.79 2.07 0.001
C 0.25 3.43 3.34 0.000
C -0.77 4.01 4.05 0.000
C -2.08 4.01 3.55 0.000
C -2.29 3.42 2.32 0.000
C -1.29 2.81 1.57 0.000
C -1.71 2.25 0.29 0.002
N -1.07 1.48 -0.50 0.024
N -1.80 1.09 -1.62 0.002
C -1.02 0.55 -2.54 0.004
O 0.23 0.44 -2.57 0.034
C -1.78 -0.11 -3.66 0.001
C -1.15 -1.14 -4.36 0.000
C -1.81 -1.80 -5.39 0.000
C -3.11 -1.44 -5.73 0.000
C -3.74 -0.41 -5.04 0.000
C -3.08 0.24 -4.00 0.000
H 1.27 3.43 3.73 0.000
H -0.56 4.47 5.02 0.000
H -2.89 4.47 4.11 0.000
H -3.30 3.41 1.90 0.000
H -2.73 2.53 -0.02 0.001
H -0.14 -1.40 -4.08 0.000
H -1.32 -2.61 -5.91 0.000
H -3.63 -1.95 -6.53 0.000
H -4.75 -0.12 -5.30 0.000
H -3.56 1.03 -3.44 0.000
O -0.61 -2.00 -0.61 0.005
N -0.69 -3.07 -1.34 0.000
C -1.89 -3.70 -1.36 0.000
C -2.12 -4.83 -2.09 0.000
C -1.08 -5.35 -2.86 0.000
C 0.13 -4.70 -2.85 0.000
C 0.38 -3.53 -2.09 0.000
S 1.88 -2.74 -2.07 0.001
H -2.63 -3.21 -0.75 0.000
H -3.11 -5.29 -2.07 0.000
H -1.22 -6.23 -3.47 0.000
H 0.97 -5.06 -3.43 0.000
F 4.36 -1.05 1.20 0.107
C 3.13 -1.61 1.25 0.562
F 2.89 -2.01 2.52 0.116
H 2.99 -2.41 0.52 0.034
Br -3.26 -3.29 3.42 0.000
C -1.84 -2.03 3.40 0.000
C -1.13 -1.76 4.55 0.000
C -0.10 -0.84 4.48 0.000
C 0.17 -0.24 3.25 -0.001
N -0.52 -0.52 2.15 -0.001
C -1.50 -1.40 2.21 0.000
H -1.39 -2.25 5.48 0.000
H 0.48 -0.58 5.35 0.000
H 0.96 0.49 3.13 0.000
H -2.01 -1.61 1.28 0.000
```

Calculated values
Expectation value of S²: 0.757
Kohn-Sham gap (alpha / beta) (eV): 5.074 / 5.134
Net charge: -2
Spin multiplicity: 2
Maximum force (Eh/bohr): 0.00741
Electronic energy (a.u.): -4753.17583
Energy above the lowest of the compared OMol25 structures with the same formula, charge and spin (kcal/mol): 0.0
E_HOMO (alpha / beta) (eV): -1.060 / -1.121